A cluster of 2 separate species, C11H21ClINO9P2 in total in a non-equilibrium geometry. Source: the Open Molecules 2025 dataset; level of theory: ωB97M-V with the def2-TZVPD basis set.

LUMO energy: -2.71 eV
energy: -2603.927738 Eh
E_HOMO: -9.50 eV
orbital gap: 6.79 eV

ORCA input file:
```
! wB97M-V def2-TZVPD RIJCOSX def2/J DEFGRID3
* xyz 0 1
N -1.33142 1.78633 0.35320
C -2.39840 1.99543 -0.69702
C -3.35789 0.70307 -0.99284
C -3.59651 -0.30762 0.27059
C -3.38086 -1.89777 -0.20017
P -4.22009 -2.40391 -1.88326
O -3.16875 -2.33801 -3.09634
O -4.29877 -2.59181 0.76248
C -3.57044 -2.66826 2.05891
O -4.03621 -2.45140 3.29438
O -2.19443 -2.98981 1.60352
C -1.93848 -2.59020 0.17966
Cl -0.48494 -1.40998 0.42957
C -1.51819 -4.03107 -0.48024
C 0.00579 -4.06350 -1.12693
O 0.90137 -4.93678 -0.58982
I 0.70989 -2.85691 -2.81088
H -0.40146 1.57556 -0.10639
H -1.16545 2.68562 0.89853
H -1.81697 2.21640 -1.71631
H -2.99188 2.99444 -0.46511
H -4.43196 1.13545 -1.28382
H -2.95274 0.19067 -1.97339
H -2.98760 -0.06385 1.23822
H -4.74636 -0.23232 0.58229
H -5.41572 -1.63272 -2.13948
H -4.61350 -3.80452 -1.75985
H -2.23903 -4.42934 -1.31143
H -1.51615 -4.85085 0.38648
C 6.63899 2.05429 0.02622
O 5.73756 2.52900 1.01022
P 4.11872 1.92736 0.90821
O 3.99866 2.43677 -0.53598
O 3.60192 3.10568 1.93704
C 4.02103 4.44380 1.72401
O 2.49989 1.32571 0.80619
C 2.40394 0.05266 0.19720
H 7.65901 2.21961 0.38270
H 6.49108 0.98740 -0.15010
H 6.50679 2.61054 -0.90481
H 4.25327 4.64415 0.67522
H 4.90162 4.64797 2.34033
H 3.21561 5.11880 2.03431
H 3.10458 -0.64253 0.66729
H 2.61785 0.13044 -0.87179
H 1.38663 -0.32400 0.32919
*
```


A cluster of 3 separate species, C11H12BBrClF16O5S in total. Source: the Open Molecules 2025 dataset; level of theory: ωB97M-V with the def2-TZVPD basis set.

LUMO energy: 2.37 eV
energy: -5857.911237 Eh
E_HOMO: -5.88 eV
orbital gap: 8.24 eV

ORCA input file:
```
! wB97M-V def2-TZVPD RIJCOSX def2/J DEFGRID3
* xyz -1 1
C -0.38814 3.78053 1.13816
S -1.77082 2.76558 0.58241
O -1.31129 2.06749 -0.61914
O -2.13744 1.90012 1.71569
B -3.25326 3.98663 0.16094
O -4.34911 3.23435 -0.28039
Cl -2.58108 5.16233 -1.11565
Br -3.63635 5.00051 1.92910
H -0.05671 3.38310 2.09304
H 0.38809 3.72001 0.38522
H -0.71944 4.80787 1.25430
H -4.98558 3.10835 0.42811
C 1.87432 0.38144 -1.72864
C 2.69990 -0.83440 -2.15195
C 3.60493 -1.47887 -1.09478
F 4.56472 -0.61675 -0.69291
F 4.22316 -2.55712 -1.63708
F 3.41704 -0.57293 -3.26528
F 1.79306 -1.81292 -2.45830
O 2.42348 1.64133 -2.08710
C 3.23031 2.34863 -1.26223
C 4.57098 2.68181 -1.93931
F 5.21747 1.55301 -2.29314
F 5.35337 3.35901 -1.06692
F 3.42751 1.75295 -0.07192
F 2.64584 3.55012 -1.01006
H 0.94848 0.31309 -2.29592
H 1.61091 0.33098 -0.67386
H 3.01599 -1.80132 -0.23464
H 4.39317 3.29783 -2.82208
C -0.79143 -2.95664 2.06096
C -0.46822 -2.26804 0.73000
C -1.32063 -1.05273 0.34809
F -2.60759 -1.43152 0.20063
F -0.86459 -0.60066 -0.83657
F -0.41993 -3.16443 -0.26994
F 0.80948 -1.76317 0.89276
O -1.57335 -4.13518 1.95421
C -2.92823 -4.12687 2.06239
C -3.59204 -4.74956 0.82147
F -3.26065 -4.06509 -0.28567
F -4.93519 -4.70043 0.97265
F -3.42550 -2.91526 2.33225
F -3.26505 -4.93957 3.10673
H 0.16824 -3.29837 2.44540
H -1.21504 -2.23905 2.76288
H -1.24641 -0.25616 1.09496
H -3.27739 -5.79002 0.72116
*
```


The ion CH5N4S with charge +1 in a non-equilibrium geometry. Source: the Open Molecules 2025 dataset; level of theory: ωB97M-V with the def2-TZVPD basis set.

LUMO energy: -4.38 eV
energy: -657.929270 Eh
E_HOMO: -13.69 eV
orbital gap: 9.31 eV
energy above the lowest of the compared OMol25 structures with the same formula, charge and spin: 1.415 eV

ORCA input file:
```
! wB97M-V def2-TZVPD RIJCOSX def2/J DEFGRID3
* xyz 1 1
C 0.61025 -0.72610 -0.00811
N 2.88043 0.14945 -0.08520
N 1.74279 -0.41507 -0.03970
N -1.59064 -0.03116 0.57303
N -2.26842 0.50298 -0.51696
S -0.78640 -1.52963 0.17283
H 3.45818 0.10801 0.74986
H -2.18379 -0.18430 1.38700
H -1.93503 1.42950 -0.75442
H -3.27821 0.45026 -0.49770
H 3.35086 0.24604 -0.98064
*
```


A cluster of 2 separate species, C4H11N2O in total in a non-equilibrium geometry. Source: the Open Molecules 2025 dataset; level of theory: ωB97M-V with the def2-TZVPD basis set.

LUMO energy (alpha / beta): -0.32 / -1.43 eV
energy: -343.493305 Eh
E_HOMO (alpha / beta): -9.51 / -9.03 eV
orbital gap (alpha / beta): 9.18 / 7.60 eV
energy above the lowest of the compared OMol25 structures with the same formula, charge and spin: 5.589 eV

ORCA input file:
```
! wB97M-V def2-TZVPD RIJCOSX def2/J DEFGRID3
* xyz 0 2
C -1.82681 1.32256 0.83648
N 2.40792 -0.22499 0.78892
C 2.20812 -0.61566 -0.55270
O 3.35700 -0.05321 -1.31375
C -1.54656 0.27481 -0.16133
C -1.21044 -0.91867 0.74105
N -2.12477 -0.14388 -1.39107
H -2.52735 2.11570 0.60072
H -0.99498 1.63389 1.45432
H 1.67269 0.43440 1.04644
H 2.33599 -1.68271 -0.73256
H 1.34828 -0.17682 -1.06146
H -0.67752 0.52590 -0.85069
H -0.49146 -0.57545 1.48710
H -0.71862 -1.67757 0.13035
H -2.06952 -1.32432 1.26261
H 3.71672 0.55207 -0.64650
H -2.85868 0.53396 -1.63793
*
```


An isolated molecule of C3H3NO3 in a non-equilibrium geometry. Source: the Open Molecules 2025 dataset; level of theory: ωB97M-V with the def2-TZVPD basis set.

LUMO energy: 0.24 eV
energy: -396.397733 Eh
E_HOMO: -8.17 eV
orbital gap: 8.41 eV
energy above the lowest of the compared OMol25 structures with the same formula, charge and spin: 6.169 eV

ORCA input file:
```
! wB97M-V def2-TZVPD RIJCOSX def2/J DEFGRID3
* xyz 0 1
C 0.70559 1.58992 -1.61416
C 0.86678 1.37619 -0.16296
C 0.66960 1.70886 -3.03839
N 0.06690 -0.01226 0.12992
O -0.08665 0.74933 -2.56107
O 0.96367 2.27645 -4.02388
O -0.12167 2.32474 -0.51721
H 0.30426 -0.27315 1.07248
H 0.40433 -0.70664 -0.50377
H -0.91808 0.07798 0.03353
*
```


A cluster of 2 separate species, C15H20N3O in total in a non-equilibrium geometry. Source: the Open Molecules 2025 dataset; level of theory: ωB97M-V with the def2-TZVPD basis set.

LUMO energy: -3.19 eV
energy: -822.799366 Eh
E_HOMO: -11.60 eV
orbital gap: 8.41 eV
energy above the lowest of the compared OMol25 structures with the same formula, charge and spin: 0.952 eV

ORCA input file:
```
! wB97M-V def2-TZVPD RIJCOSX def2/J DEFGRID3
* xyz 1 1
C 4.37671 -1.62918 2.88987
O 3.67572 -0.35649 3.08987
C 2.34745 -0.26019 2.76544
C 1.77268 1.02702 2.86566
C 0.49029 1.27351 2.47158
C -0.33654 0.24116 1.97695
C -1.80125 0.50405 2.07844
N -2.63972 -0.52331 2.35315
C -4.10461 -0.25992 2.25969
C -2.28859 -1.64851 3.24278
C 0.25327 -1.03273 1.74036
C 1.55872 -1.28829 2.17566
H 5.41692 -1.46087 3.20537
H 3.92188 -2.42035 3.51942
H 4.36016 -1.92076 1.81989
H 2.44134 1.82040 3.17051
H 0.07593 2.25924 2.65780
H -2.13681 1.54124 2.44625
H -4.63147 -1.13537 2.64640
H -4.39963 0.61721 2.86809
H -4.38642 -0.09217 1.20566
H -3.24028 -1.94790 3.70153
H -1.89182 -2.49746 2.65558
H -1.57892 -1.37672 4.05541
H -0.29562 -1.86382 1.29714
H 2.04664 -2.24045 1.95976
N -2.37572 1.70423 0.41430
C -3.10945 2.85496 0.54199
C -3.37380 3.72680 -0.51792
C -2.76943 3.47725 -1.79597
N -2.87118 4.39900 -2.79301
C -1.98000 2.27872 -1.89626
C -1.75581 1.47411 -0.76838
H -3.47634 3.14309 1.54044
H -3.97108 4.62639 -0.28001
H -2.47992 4.27825 -3.71476
H -3.42539 5.23480 -2.68462
H -1.44909 1.98733 -2.81275
H -1.03445 0.63663 -0.83010
*
```


A cluster of 9 separate species, C66H63IN11O16 in total in a non-equilibrium geometry. Source: the Open Molecules 2025 dataset; level of theory: ωB97M-V with the def2-TZVPD basis set.

LUMO energy: -3.25 eV
energy: -4655.733647 Eh
E_HOMO: -11.31 eV
orbital gap: 8.06 eV

ORCA input file:
```
! wB97M-V def2-TZVPD RIJCOSX def2/J DEFGRID3
* xyz 1 1
C 3.89473 -2.72633 -1.69513
C 3.10216 -1.78279 -2.55110
C 3.69541 -1.10055 -3.61058
C 2.96534 -0.20877 -4.37859
C 1.61614 -0.01072 -4.11320
C 0.99385 -0.70050 -3.08435
C -0.47962 -0.52160 -2.81203
N -0.71053 -0.07878 -1.41099
C -0.52360 1.23411 -1.17002
C -0.66631 1.75331 0.08346
C -1.02536 0.92224 1.14787
C -1.12538 1.57981 2.51129
C -2.32914 1.23757 3.33809
N -2.17495 0.69379 4.46805
C -1.23093 -0.43295 0.89244
C -1.61638 -1.40315 1.97681
C -3.15362 -1.58488 1.99686
C -3.54130 -2.89619 2.68065
I -3.53783 -4.56015 1.30479
C -1.06933 -0.91702 -0.41780
N -1.26762 -2.28012 -0.64952
C 1.75254 -1.57588 -2.30518
H 4.00111 -2.32659 -0.68905
H 4.86021 -2.91973 -2.14880
H 3.37942 -3.68053 -1.59649
H 4.73859 -1.26753 -3.83336
H 3.42423 0.32532 -5.19547
H 1.05247 0.68958 -4.71671
H -0.87766 0.26419 -3.44266
H -0.99187 -1.46013 -2.98261
H -0.25230 1.87280 -1.99358
H -0.48351 2.80888 0.23486
H -1.16435 2.65279 2.32520
H -0.20017 1.41325 3.05958
H -3.32736 1.47113 2.96664
H -3.07770 0.51717 4.91365
H -1.18650 -2.37962 1.76692
H -1.30025 -1.05264 2.95042
H -3.61698 -0.75737 2.52251
H -3.53330 -1.64036 0.97969
H -4.54284 -2.87683 3.08749
H -2.82548 -3.15543 3.45120
H -0.75203 -2.63994 -1.43892
H -2.25264 -2.51301 -0.72662
H 1.25052 -2.09980 -1.50115
C -2.25376 7.79920 4.25633
C -2.76358 6.71633 3.55127
C -1.92651 5.95021 2.75798
C -0.58432 6.28183 2.68716
C -0.06077 7.36038 3.37712
C -0.90623 8.12232 4.16617
N 0.31547 5.46336 1.86637
O -0.16946 4.52012 1.25017
O 1.48584 5.75285 1.84099
H -2.90943 8.39364 4.87850
H -3.81381 6.46884 3.62115
H -2.32057 5.10965 2.20633
H 0.98816 7.60733 3.30655
H -0.51295 8.96741 4.71336
C 3.62071 -3.97051 -5.51630
C 3.98563 -5.30264 -5.36758
C 4.27247 -6.07143 -6.48391
C 4.19196 -5.48836 -7.73604
C 3.82474 -4.16690 -7.90357
C 3.53654 -3.40559 -6.78122
N 4.51702 -6.29545 -8.92391
O 4.81663 -7.45797 -8.74734
O 4.46575 -5.74726 -10.00572
H 3.40275 -3.37253 -4.64541
H 4.05255 -5.74025 -4.38097
H 4.55763 -7.10733 -6.37481
H 3.76420 -3.73169 -8.89008
H 3.24951 -2.36798 -6.89397
C 9.34077 -2.08555 -7.03466
C 9.90208 -3.19981 -6.42321
C 9.22035 -3.86191 -5.41539
C 7.97481 -3.39602 -5.03412
C 7.40019 -2.28523 -5.62648
C 8.09131 -1.62881 -6.63120
N 7.24147 -4.11154 -3.98440
O 7.76931 -5.07546 -3.47756
O 6.12805 -3.70701 -3.68266
H 9.87804 -1.57640 -7.83042
H 10.87358 -3.55608 -6.73676
H 9.65566 -4.72863 -4.94053
H 6.42697 -1.93499 -5.31712
H 7.65314 -0.76154 -7.10651
C 12.47760 3.26991 -11.10365
C 12.97416 2.31781 -10.22299
C 12.24821 1.16709 -9.96323
C 11.03170 0.98820 -10.59693
C 10.51831 1.92797 -11.47245
C 11.25015 3.07659 -11.72419
N 10.26753 -0.24015 -10.34268
O 10.73211 -1.04445 -9.55150
O 9.21913 -0.39000 -10.93076
H 13.04989 4.16499 -11.30836
H 13.92949 2.47057 -9.74059
H 12.63111 0.42401 -9.27978
H 9.56520 1.77199 -11.95544
H 10.86471 3.82003 -12.40788
C -1.36987 -2.36555 6.26306
C -1.38011 -3.65790 6.76783
C -1.33064 -3.86975 8.13713
C -1.27146 -2.77622 8.97976
C -1.24962 -1.48167 8.49329
C -1.29886 -1.27884 7.12419
N -1.24044 -2.99340 10.43526
O -1.24042 -4.13963 10.83267
O -1.22006 -2.01065 11.14868
H -1.41569 -2.20304 5.19452
H -1.43157 -4.50412 6.09583
H -1.34031 -4.87365 8.53498
H -1.19714 -0.64021 9.16826
H -1.28481 -0.27400 6.72633
C -7.62551 0.66273 8.10116
C -8.21397 -0.42207 7.46214
C -7.44515 -1.27847 6.69165
C -6.08842 -1.03278 6.57434
C -5.48423 0.04633 7.19769
C -6.26266 0.89692 7.96482
N -5.26631 -1.94950 5.77978
O -5.81450 -2.88534 5.23458
O -4.06746 -1.72741 5.70965
H -8.22681 1.32210 8.70501
H -9.27452 -0.60212 7.56845
H -7.90013 -2.12309 6.19575
H -4.42268 0.22192 7.09665
H -5.80750 1.74221 8.46284
C -5.98118 7.60248 7.55743
C -5.66246 6.63579 8.50250
C -6.50803 5.55690 8.70361
C -7.66239 5.46312 7.94748
C -7.99912 6.41849 7.00634
C -7.14919 7.49558 6.81340
N -8.55446 4.31091 8.14400
O -8.24439 3.49433 8.99247
O -9.54472 4.23658 7.45006
H -5.31757 8.44301 7.40138
H -4.75468 6.72248 9.08346
H -6.26608 4.80473 9.43980
H -8.90810 6.33075 6.42989
H -7.39805 8.25155 6.08154
C -5.47751 -2.17422 -1.35645
C -5.31664 -0.80510 -1.17655
C -6.26334 0.07841 -1.66897
C -7.36348 -0.42684 -2.33418
C -7.53888 -1.78422 -2.52911
C -6.58559 -2.66187 -2.03591
N -8.38178 0.51013 -2.83976
O -8.18342 1.69602 -2.66785
O -9.35092 0.03842 -3.39296
H -4.73823 -2.86591 -0.96657
H -4.45278 -0.42127 -0.64787
H -6.14308 1.14288 -1.53168
H -8.40439 -2.15873 -3.05540
H -6.70978 -3.72645 -2.17810
*
```


A structure of composition C15H14AuN. Source: the Open Molecules 2025 dataset; level of theory: ωB97M-V with the def2-TZVPD basis set.

LUMO energy: 0.11 eV
energy: -770.407751 Eh
E_HOMO: -7.98 eV
orbital gap: 8.08 eV

ORCA input file:
```
! wB97M-V def2-TZVPD RIJCOSX def2/J DEFGRID3
* xyz 0 1
Au -0.38197 1.97959 -1.31970
C 2.07997 0.67176 1.49600
C 0.71681 1.27859 1.38285
C -0.42713 0.59312 1.73715
C -1.69124 1.16833 1.58820
C -1.83322 2.44389 1.08579
C -0.68088 3.17863 0.73267
C 0.56858 2.58975 0.88223
H 2.73060 1.27468 2.13129
H 2.54841 0.60604 0.51239
H 2.02653 -0.33344 1.90951
H -0.34695 -0.41957 2.11183
H -2.56866 0.59777 1.86203
H -2.81052 2.89211 0.97832
H -0.75715 4.20948 0.41200
H 1.44780 3.17579 0.64320
C -0.14843 0.50577 -2.75094
C -0.09405 -0.72882 -1.92483
C 1.12736 -1.27806 -1.52176
C 1.18563 -2.36572 -0.67169
C 0.00577 -2.95286 -0.21513
C -1.22558 -2.44056 -0.63231
C -1.26624 -1.34636 -1.46860
C 0.05240 -4.06510 0.67237
N 0.09354 -4.95286 1.40205
H -0.96186 0.48032 -3.47304
H 0.78605 0.66642 -3.28581
H 2.04902 -0.82503 -1.86708
H 2.14003 -2.76989 -0.36109
H -2.14137 -2.90096 -0.28578
H -2.22324 -0.93277 -1.76214
*
```


- energy of number 3 (CH5N4S)?
  -657.929270 Eh


- Which value of energy does entry 7 give?
  -4655.733647 Eh


Repeat the second record exactly.
A cluster of 3 separate species, C11H12BBrClF16O5S in total. Source: the Open Molecules 2025 dataset; level of theory: ωB97M-V with the def2-TZVPD basis set.

LUMO energy: 2.37 eV
energy: -5857.911237 Eh
E_HOMO: -5.88 eV
orbital gap: 8.24 eV

ORCA input file:
```
! wB97M-V def2-TZVPD RIJCOSX def2/J DEFGRID3
* xyz -1 1
C -0.38814 3.78053 1.13816
S -1.77082 2.76558 0.58241
O -1.31129 2.06749 -0.61914
O -2.13744 1.90012 1.71569
B -3.25326 3.98663 0.16094
O -4.34911 3.23435 -0.28039
Cl -2.58108 5.16233 -1.11565
Br -3.63635 5.00051 1.92910
H -0.05671 3.38310 2.09304
H 0.38809 3.72001 0.38522
H -0.71944 4.80787 1.25430
H -4.98558 3.10835 0.42811
C 1.87432 0.38144 -1.72864
C 2.69990 -0.83440 -2.15195
C 3.60493 -1.47887 -1.09478
F 4.56472 -0.61675 -0.69291
F 4.22316 -2.55712 -1.63708
F 3.41704 -0.57293 -3.26528
F 1.79306 -1.81292 -2.45830
O 2.42348 1.64133 -2.08710
C 3.23031 2.34863 -1.26223
C 4.57098 2.68181 -1.93931
F 5.21747 1.55301 -2.29314
F 5.35337 3.35901 -1.06692
F 3.42751 1.75295 -0.07192
F 2.64584 3.55012 -1.01006
H 0.94848 0.31309 -2.29592
H 1.61091 0.33098 -0.67386
H 3.01599 -1.80132 -0.23464
H 4.39317 3.29783 -2.82208
C -0.79143 -2.95664 2.06096
C -0.46822 -2.26804 0.73000
C -1.32063 -1.05273 0.34809
F -2.60759 -1.43152 0.20063
F -0.86459 -0.60066 -0.83657
F -0.41993 -3.16443 -0.26994
F 0.80948 -1.76317 0.89276
O -1.57335 -4.13518 1.95421
C -2.92823 -4.12687 2.06239
C -3.59204 -4.74956 0.82147
F -3.26065 -4.06509 -0.28567
F -4.93519 -4.70043 0.97265
F -3.42550 -2.91526 2.33225
F -3.26505 -4.93957 3.10673
H 0.16824 -3.29837 2.44540
H -1.21504 -2.23905 2.76288
H -1.24641 -0.25616 1.09496
H -3.27739 -5.79002 0.72116
*
```


- Which of these has the lowest energy?
  C11H12BBrClF16O5S